# 1
ORCA calculation (the ωB97M-V functional and the def2-TZVPD basis) on a molecular structure, C4H8F10Li2N5O22S11 at a distorted geometry.

Output
- Max |F|: 9.015 eV Å⁻¹
- ΔE to the lowest compared entry with this formula, charge and spin: 0.00 kJ/mol
- Frontier orbital gap (alpha / beta): 7.188 / 3.670 eV
- Spin multiplicity: 2
- Net charge: -2
- Energy: -7479.9515 Ha

Positions of all 62 atoms, in Å:
Li: -0.115 0.544 -1.041
Li: 1.755 0.513 -3.209
N: -0.233 -1.413 3.668
S: 0.294 -3.048 3.924
O: 0.983 -3.061 5.211
O: 0.581 -3.921 2.800
F: -1.149 -3.657 4.199
S: 0.562 -1.032 2.375
O: -0.250 -0.211 1.537
O: 1.683 -1.768 1.828
F: 1.383 0.086 3.201
N: 3.995 -2.193 -2.352
S: 2.698 -2.185 -1.239
O: 2.134 -3.385 -0.587
O: 1.811 -1.008 -1.386
F: 3.558 -1.531 -0.093
S: 3.487 -3.442 -3.077
O: 2.103 -3.505 -3.545
O: 4.047 -4.618 -2.514
F: 4.360 -3.287 -4.449
N: -0.813 -3.826 0.352
S: -1.500 -2.798 -0.753
O: -0.822 -1.518 -0.832
O: -2.897 -2.779 -1.006
F: -0.837 -3.566 -2.012
S: -2.070 -4.675 0.723
O: -2.643 -5.672 -0.155
O: -2.981 -4.012 1.658
F: -1.188 -5.611 1.739
N: -4.372 0.044 -0.290
S: -4.528 -0.402 1.379
O: -5.613 0.159 2.117
O: -3.326 -0.651 2.161
F: -4.970 -1.859 1.088
S: -3.453 1.260 0.102
O: -2.089 1.026 -0.305
O: -3.651 2.121 1.319
F: -4.034 2.171 -1.132
N: -0.118 0.952 -2.859
S: -0.562 2.293 -3.577
O: -1.918 2.729 -3.312
O: 0.036 2.582 -4.862
F: 0.211 3.311 -2.564
S: -1.254 0.039 -3.836
O: -1.365 0.154 -5.244
O: -2.332 -0.574 -3.065
F: -0.243 -1.216 -3.951
C: 2.650 4.510 2.371
C: 1.842 5.474 1.535
C: 1.386 4.715 0.226
S: 0.712 3.158 0.841
O: 1.010 2.085 -0.099
O: -0.665 3.291 1.359
C: 1.933 3.150 2.279
H: 2.584 4.652 3.450
H: 3.698 4.436 2.079
H: 2.481 6.310 1.252
H: 0.935 5.857 2.001
H: 2.377 4.421 -0.121
H: 0.726 5.114 -0.543
H: 2.680 2.375 2.112
H: 1.297 2.889 3.125


# 2
ORCA calculation (the ωB97M-V functional and the def2-TZVPD basis) on 2 unconnected molecules or ions with the total composition C9H8N2O2 at a distorted geometry.

Output
- Max |F|: 5.070 eV Å⁻¹
- ΔE to the lowest compared entry with this formula, charge and spin: 736.26 kJ/mol
- Frontier orbital gap: 7.923 eV
- SMILES: [H]/N=C\[N+](=O)[O-].C#Cc1ccccc1
- Energy: -607.5095 Ha

Positions of all 21 atoms, in Å:
H: -3.175 -3.066 -1.511
N: -3.230 -2.254 -0.874
C: -2.156 -1.602 -0.628
N: -0.851 -1.679 -1.317
O: -0.290 -2.750 -1.590
O: -0.386 -0.555 -1.528
H: -2.144 -0.950 0.198
C: -0.153 -1.672 2.324
C: 0.269 -0.769 1.703
C: 0.814 0.335 0.953
C: 1.399 0.164 -0.326
C: 1.759 1.301 -1.094
C: 1.351 2.503 -0.620
C: 0.787 2.699 0.634
C: 0.454 1.663 1.442
H: -0.508 -2.539 2.748
H: 1.742 -0.802 -0.598
H: 2.067 1.086 -2.106
H: 1.625 3.434 -1.225
H: 0.519 3.611 1.031
H: 0.107 1.842 2.381


Look up the ΔE to the lowest compared entry with this formula, charge and spin of the first one. 0.00 kJ/mol


Please write out number 2 again, unchanged.
ORCA calculation (the ωB97M-V functional and the def2-TZVPD basis) on 2 unconnected molecules or ions with the total composition C9H8N2O2 at a distorted geometry.

Output
- Max |F|: 5.070 eV Å⁻¹
- ΔE to the lowest compared entry with this formula, charge and spin: 736.26 kJ/mol
- Frontier orbital gap: 7.923 eV
- SMILES: [H]/N=C\[N+](=O)[O-].C#Cc1ccccc1
- Energy: -607.5095 Ha

Positions of all 21 atoms, in Å:
H: -3.175 -3.066 -1.511
N: -3.230 -2.254 -0.874
C: -2.156 -1.602 -0.628
N: -0.851 -1.679 -1.317
O: -0.290 -2.750 -1.590
O: -0.386 -0.555 -1.528
H: -2.144 -0.950 0.198
C: -0.153 -1.672 2.324
C: 0.269 -0.769 1.703
C: 0.814 0.335 0.953
C: 1.399 0.164 -0.326
C: 1.759 1.301 -1.094
C: 1.351 2.503 -0.620
C: 0.787 2.699 0.634
C: 0.454 1.663 1.442
H: -0.508 -2.539 2.748
H: 1.742 -0.802 -0.598
H: 2.067 1.086 -2.106
H: 1.625 3.434 -1.225
H: 0.519 3.611 1.031
H: 0.107 1.842 2.381


Which of these has the lowest max |F|? C9H8N2O2


max |F| of number 2 (C9H8N2O2)? 5.070 eV Å⁻¹